A cluster of 2 separate species, C2H2N2 in total, computed with ωB97M-V/def2-TZVPD.

E_LUMO (spin up / spin down) (eV): -0.7 / -1.1
ΔE to the lowest compared entry with this formula, charge and spin (eV): 4.4329
Electronic energy (eV): -5080.752
Orbital gap (spin up / spin down) (eV): 8.12 / 9.95

Last column: Löwdin charge in e.
Positions of all 6 atoms, in Å:
C (1.1751, -0.1470, -0.1559)  -0.273
C (-0.0365, 0.3659, -0.1266)  -0.217
N (2.1992, -0.7321, -0.1004)  0.176
N (-0.7263, 1.3594, -0.1529)  0.179
H (-0.9402, -2.0983, 0.4823)  0.082
H (-1.6714, 1.2520, 0.0535)  0.053

A cluster of 2 separate species, C3H10NOS in total, computed with ωB97M-V/def2-TZVPD.

E_LUMO (eV): 3.8
Total charge: -1
ΔE to the lowest compared entry with this formula, charge and spin (eV): 1.0292
Electronic energy (eV): -17646.413
Orbital gap (eV): 6.39

Last column: Löwdin charge in e.
Positions of all 16 atoms, in Å:
C (-1.1881, -0.9610, -1.4951)  -0.141
N (-0.0687, 0.0287, -1.4740)  -0.149
C (0.9305, -0.3243, -0.4876)  -0.390
C (1.7274, 0.8418, 0.0889)  -0.746
S (1.8503, 0.9456, 1.9450)  0.059
H (-1.8482, -0.7528, -0.6542)  0.069
H (-1.6566, -0.9842, -2.4850)  0.059
H (-0.7620, -1.9610, -1.4224)  0.064
H (-0.5180, 0.8917, -1.1682)  0.083
H (1.6222, -1.0436, -0.9421)  0.099
H (0.4916, -0.8189, 0.4069)  0.067
H (2.7582, 0.8568, -0.2666)  0.015
H (1.2480, 1.7716, -0.2442)  0.021
H (-1.5164, 0.9900, 3.3285)  0.018
H (-1.2380, 0.2704, 2.0635)  -0.030
O (-1.8320, 0.2490, 2.8065)  -0.097

A cluster of 2 separate species, C5H14NO in total, computed with ωB97M-V/def2-TZVPD.

E_LUMO (eV): -3.0
Total charge: +1
ΔE to the lowest compared entry with this formula, charge and spin (eV): 0.1499
Electronic energy (eV): -8943.858
Orbital gap (eV): 12.83

Last column: Löwdin charge in e.
Positions of all 21 atoms, in Å:
C (0.0407, 1.6484, -0.5103)  -0.028
C (0.7595, 0.3620, -0.8326)  -0.293
N (0.8317, -0.5294, 0.4208)  0.076
C (-0.4719, -1.2468, 0.4947)  -0.103
C (-0.9571, -1.3185, -0.9563)  -0.136
C (0.0895, -0.6013, -1.8133)  -0.114
H (0.6277, 2.2922, 0.1279)  0.087
H (-0.9024, 1.4591, 0.0182)  0.092
H (-0.2323, 2.1257, -1.4434)  0.098
H (1.7982, 0.5958, -1.0522)  0.152
H (1.0174, 0.0475, 1.2501)  0.137
H (1.6520, -1.1165, 0.2840)  0.183
H (-0.3048, -2.1999, 0.9852)  0.135
H (-1.1567, -0.6485, 1.0808)  0.115
H (-1.1934, -2.3093, -1.3589)  0.125
H (-1.9236, -0.8124, -1.0322)  0.122
H (-0.3456, 0.0217, -2.5834)  0.126
H (0.8269, -1.2903, -2.2035)  0.123
H (0.3040, 1.8703, 3.1308)  0.081
H (-0.4133, 0.5484, 3.3474)  0.069
O (-0.0467, 1.1017, 2.6461)  -0.046

The molecule C10H11NO, computed with ωB97M-V/def2-TZVPD.

Structure (SMILES): Cc1cccc2c1CCNC2=O
E_LUMO (eV): 0.5
ΔE to the lowest compared entry with this formula, charge and spin (eV): 3.5195
Electronic energy (eV): -14083.069
Orbital gap (eV): 9.21

Last column: Löwdin charge in e.
Positions of all 23 atoms, in Å:
C (-1.7151, 1.8498, -1.0695)  -0.084
C (-0.5047, 1.4528, -0.3439)  -0.327
C (0.3284, 2.4012, 0.0211)  -0.110
C (1.3770, 2.0904, 0.9094)  -0.038
C (1.6736, 0.7285, 1.2240)  -0.018
C (1.0241, -0.2737, 0.5710)  -0.127
C (-0.1604, 0.0981, -0.1464)  -0.047
C (-1.0840, -1.1581, -0.2571)  -0.102
C (-0.3358, -2.5273, -0.5308)  -0.205
N (0.8392, -2.5285, 0.2760)  0.038
C (1.5816, -1.5401, 0.8828)  -0.487
O (2.4964, -1.5402, 1.6561)  0.078
H (-1.8885, 2.9602, -0.8739)  0.084
H (-2.8206, 1.4402, -0.9206)  0.112
H (-1.5356, 1.5839, -2.2254)  0.127
H (0.2514, 3.3833, -0.5504)  0.144
H (1.5745, 3.1289, 1.4584)  0.144
H (2.3746, 0.5371, 2.0823)  0.140
H (-1.8340, -1.1898, -1.1159)  0.119
H (-1.7774, -1.4201, 0.5138)  0.097
H (-0.9950, -3.3950, -0.4871)  0.117
H (0.1332, -2.4485, -1.5703)  0.133
H (0.9973, -3.6332, 0.4965)  0.212

A cluster of 2 separate species, C5H12FN5OPSi in total, computed with ωB97M-V/def2-TZVPD.

E_LUMO (eV): 2.8
Total charge: -1
Electronic energy (eV): -34761.070
Orbital gap (eV): 6.68

Last column: Löwdin charge in e.
Positions of all 26 atoms, in Å:
C (-1.7198, 1.1498, 2.7972)  -0.193
Si (-1.1884, -0.3601, 1.7847)  0.586
C (0.0222, -1.5086, 2.7224)  -0.200
C (-2.7242, -1.4358, 1.3724)  -0.186
C (-0.2548, 0.1209, 0.1736)  -0.377
N (0.6124, 1.1596, 0.2814)  0.049
N (1.2889, 1.4741, -0.7990)  0.051
C (1.0192, 0.7058, -1.8874)  -0.442
P (1.9555, 1.1161, -3.4703)  0.827
N (2.3044, -0.5136, -4.0738)  -0.231
O (3.4622, 1.6764, -2.9795)  -0.336
N (0.1463, -0.3100, -2.0063)  0.012
N (-0.5322, -0.6173, -0.9127)  0.016
H (-1.0355, 1.9999, 2.7528)  0.024
H (-2.7502, 1.4369, 2.5545)  0.020
H (-1.7587, 0.8321, 3.8545)  0.024
H (0.9224, -0.9456, 3.0028)  0.024
H (0.3627, -2.2395, 1.9739)  0.027
H (-0.4309, -2.0099, 3.5820)  0.018
H (-3.6243, -0.8481, 1.5841)  0.015
H (-2.6553, -1.7434, 0.3271)  0.010
H (-2.7015, -2.2889, 2.0609)  0.017
H (1.7810, -1.2206, -3.5750)  -0.019
H (2.1128, -0.5411, -5.0582)  -0.019
H (4.1106, 1.4953, -3.6506)  0.007
F (1.2754, 3.4158, -2.4113)  -0.724

A cluster of 2 separate species, C3H5N in total, computed with ωB97M-V/def2-TZVPD.

Structure (SMILES): C1=CN=1.C
E_LUMO (eV): 0.3
ΔE to the lowest compared entry with this formula, charge and spin (eV): 4.5146
Electronic energy (eV): -4677.343
Orbital gap (eV): 10.46

Last column: Löwdin charge in e.
Positions of all 9 atoms, in Å:
C (-1.2884, -2.3959, 1.6247)  0.023
C (-2.2503, -1.8161, 0.7509)  -0.184
N (-2.2112, -1.3468, 1.9380)  0.079
H (-2.4793, -1.6834, -0.2715)  0.084
C (0.8040, 0.7146, -0.2839)  -0.062
H (1.4203, 1.5214, -0.7888)  0.041
H (0.7935, -0.0769, -1.0910)  0.025
H (-0.2009, 0.9265, -0.2016)  -0.037
H (1.2397, 0.1590, 0.5744)  0.030

> What is the electronic energy in the first record?

-5080.752 eV

> The highest electronic energy belongs to which entry?

C3H5N

> Which of these has the highest electronic energy?

C3H5N